Below is the ion C4H6NO2 with charge -1, with properties calculated with the ωB97M-V functional and the def2-TZVPD basis.

Computed properties:
relative energy (zero: lowest compared OMol25 entry of this formula, charge and spin): 645.82 kJ/mol
highest occupied orbital energy: -1.44 eV
E: -361.06172 hartree
net charge: -1
gap between HOMO and LUMO: 0.20443 Eh

Each line ends with the natural charge from an NBO analysis.
Cartesian coordinates (Å):
C  -0.261  -0.490  -0.283  0.04
C  -0.002  -1.806  -0.070  -0.70
C  -1.066  1.398  0.196  -0.20
C  0.614  0.534  -0.770  -0.02
N  -1.513  0.167  -0.104  -0.05
O  -2.725  -0.173  -0.441  -0.70
O  2.021  0.518  -0.314  -0.77
H  -0.858  -2.350  0.303  0.21
H  0.936  -2.176  -0.511  0.19
H  -0.227  1.467  0.922  0.17
H  -1.797  2.246  0.031  0.18
H  0.617  0.737  -1.958  0.18
H  1.951  -0.052  0.456  0.46

Atoms 1-3, force components in eV/Å:
-1.455 -1.270 -0.817
0.309 0.386 0.016
0.337 1.630 0.353

---

Below is a cluster of 2 separate species, C4H6NO2 in total, with properties calculated with the ωB97M-V functional and the def2-TZVPD basis.

Computed properties:
relative energy (zero: lowest compared OMol25 entry of this formula, charge and spin): 446.67 kJ/mol
highest occupied orbital energy: -3.62 eV
E: -361.13757 hartree
net charge: -1
gap between HOMO and LUMO: 0.28758 Eh

Each line ends with the natural charge from an NBO analysis.
Cartesian coordinates (Å):
C  2.006  0.157  -0.356  0.29
C  2.667  -0.676  -1.173  -0.69
C  -2.263  -0.139  1.226  -0.60
C  -1.655  -0.395  0.107  0.19
N  1.696  0.956  0.579  -0.15
O  0.539  1.763  0.690  -0.70
O  -1.033  0.457  -0.720  -0.75
H  2.329  -1.701  -1.127  0.20
H  3.127  -0.337  -2.083  0.20
H  -2.315  0.960  1.469  0.19
H  -2.938  -0.853  1.701  0.19
H  -1.547  -1.397  -0.249  0.13
H  -0.613  1.205  -0.064  0.50

Atoms 1-3, force components in eV/Å:
-0.269 2.189 2.142
-1.441 0.272 0.642
-1.675 2.168 1.656

---

Below is a cluster of 2 separate species, C4H6NO2 in total, with properties calculated with the ωB97M-V functional and the def2-TZVPD basis.

Computed properties:
relative energy (zero: lowest compared OMol25 entry of this formula, charge and spin): 185.69 kJ/mol
highest occupied orbital energy: -3.94 eV
E: -361.23697 hartree
net charge: -1
gap between HOMO and LUMO: 0.29478 Eh

Each line ends with the natural charge from an NBO analysis.
Cartesian coordinates (Å):
C  -0.703  1.266  -0.447  0.36
C  1.343  1.802  -1.828  0.37
C  0.451  0.930  -1.166  -0.61
C  -0.537  -1.882  1.373  -0.08
N  -1.776  -1.727  1.494  -0.63
O  -1.710  0.624  -0.040  -0.74
O  1.529  3.015  -1.781  -0.68
H  0.664  -0.063  -1.582  0.18
H  -0.718  2.368  -0.176  0.09
H  2.128  1.098  -2.300  0.04
H  0.193  -2.465  1.866  0.14
H  0.005  -1.037  0.802  0.14
H  -2.075  -0.889  0.988  0.40

Atoms 1-3, force components in eV/Å:
-0.892 1.448 0.674
1.534 -0.549 1.088
-0.600 -1.130 -0.890